# 1
19
Properties=species:S:1:pos:R:3 method="wB97M-V/def2-TZVPD" energy_ha=-348.02027 charge=0
C 2.63540 0.41601 -0.89432
O 1.32863 0.55927 -0.81582
C 0.52894 -0.25069 -0.17650
C -0.94174 0.02017 -0.25310
C -1.72601 -1.28369 -0.09126
C -1.38326 1.04716 0.80409
O -0.80943 2.31872 0.60825
H 3.14518 -0.06456 -0.06384
H 2.16169 -1.39062 -1.55831
H 3.11731 1.18198 -1.48636
H 1.45742 -1.67260 -1.33377
H 0.95845 -0.82277 0.64724
H -1.15018 0.45862 -1.23698
H -2.80356 -1.09940 -0.15977
H -1.52918 -1.74439 0.88511
H -1.44813 -2.00542 -0.86488
H -2.46749 1.19231 0.74442
H -1.15740 0.65091 1.80972
H 0.14851 2.20583 0.55405

=====

# 2
26
Properties=species:S:1:pos:R:3 method="wB97M-V/def2-TZVPD" energy_ha=-1151.30180 charge=0 smiles="C[Si](C)(C)C#CC=O.CC(O)=S"
C -1.09168 -1.85317 -0.84164
C -1.06769 -0.66742 -0.69066
C 3.84482 -2.04943 -1.23597
C 5.32313 -1.90164 -1.21625
C -3.47612 0.28984 0.50440
C -0.58064 1.65666 1.35765
C -1.92153 2.26936 -1.37917
C -1.00426 -3.30392 -1.11450
O 3.52272 -3.35045 -0.83886
O -0.05715 -3.84661 -1.59674
Si -1.69881 0.96324 0.00098
S 2.84478 -0.81162 -1.63023
H 5.60836 -0.88936 -1.03581
H 5.78977 -2.65379 -0.51405
H 5.65896 -2.09453 -2.25224
H -3.65397 0.26751 1.62748
H -4.25551 0.76350 -0.05356
H -3.70490 -0.72368 0.14720
H -0.16962 0.72810 1.82559
H 0.04488 2.41623 0.76798
H -1.08962 2.22819 2.19429
H -1.98766 1.72608 -2.29485
H -2.90081 2.75153 -1.12822
H -1.15985 2.99175 -1.58135
H -1.93630 -3.89400 -0.95118
H 2.55563 -3.42259 -0.73788

=====

# 3
44
Properties=species:S:1:pos:R:3 method="wB97M-V/def2-TZVPD" energy_ha=-1804.62455 charge=0 smiles="CCc1nnc(NC(=O)CSc2ncc(-c3ccccc3)n2CC)s1"
C -3.69852 -0.19259 -5.30266
H -4.56610 -0.80634 -5.53153
H -3.73082 0.70877 -5.90731
H -2.79690 -0.73905 -5.56257
C -3.68648 0.16783 -3.82232
C -2.51416 1.00551 -3.46647
N -1.59995 1.37444 -4.28569
N -0.64346 2.12288 -3.74535
C -0.82120 2.33310 -2.48474
N 0.04058 3.07145 -1.72020
C -0.11943 3.19364 -0.36729
O -1.10829 2.79943 0.20358
C 0.99966 3.95117 0.32064
H 0.66450 4.95408 0.58739
H 1.90100 3.99777 -0.28818
S 1.39479 3.12674 1.89115
C 1.47547 1.51317 1.23834
N 1.44902 1.25719 -0.04669
C 1.45344 -0.09839 -0.13848
C 1.50529 -0.66273 1.10984
N 1.53324 0.39628 1.99732
C 1.36798 0.35889 3.42795
C -0.11218 0.30180 3.79625
H -0.56003 -0.61097 3.40897
H -0.63772 1.15481 3.37356
H -0.22638 0.31846 4.87632
H 1.82567 1.26347 3.83924
H 1.88579 -0.51652 3.82408
C 1.54888 -2.06839 1.49191
C 0.61231 -2.95066 0.95735
C 0.64240 -4.29080 1.29374
C 1.60723 -4.76850 2.16536
C 2.55219 -3.90159 2.68776
C 2.52805 -2.56040 2.35228
H 3.29153 -1.89739 2.73470
H 3.31688 -4.27289 3.35437
H 1.62738 -5.81485 2.43112
H -0.09165 -4.96515 0.87785
H -0.14225 -2.57162 0.28400
H 1.44380 -0.57884 -1.09588
H 0.90693 3.32780 -2.17092
S -2.25663 1.59613 -1.82032
H -4.59714 0.71248 -3.55685
H -3.66473 -0.73960 -3.21163

=====

# 4
21
Properties=species:S:1:pos:R:3 method="wB97M-V/def2-TZVPD" energy_ha=-638.66857 charge=0 smiles="CCCC1=CC=C[Si@@H]1O"
C 2.64284 1.33836 -0.37633
C 1.22656 1.57725 -0.13687
C 3.08776 0.09828 -0.14441
C 0.49931 0.53410 0.28551
C -3.21926 -0.36683 -0.07308
C -0.96186 0.57701 0.57312
C -1.73710 -0.29763 -0.41721
O 1.17377 -2.19752 -0.44297
Si 1.65525 -0.95057 0.49190
H 3.26290 2.14934 -0.73419
H 0.81496 2.56254 -0.31130
H 4.12018 -0.17542 -0.28678
H -3.65989 0.62845 -0.07289
H -3.36240 -0.80325 0.91334
H -3.75215 -0.97700 -0.79889
H -1.33140 1.60553 0.52095
H -1.14035 0.20217 1.58509
H -1.30665 -1.30020 -0.41116
H -1.61156 0.11071 -1.42224
H 1.76274 -2.92565 -0.62008
H 1.83635 -1.38966 1.87849

=====

# 5
152
Properties=species:S:1:pos:R:3 method="wB97M-V/def2-TZVPD" energy_ha=-4280.66417 charge=0
C -3.78307 -1.87425 6.18406
O -3.68095 -2.21018 7.33830
N -2.95344 -2.32851 5.31797
N -4.77914 -1.11644 5.84941
H -1.97863 -2.29254 5.63015
H -3.07739 -2.03090 4.36302
H -4.80140 -0.46381 5.08693
H -5.21322 -0.90328 6.74636
C 6.52459 -0.41950 -4.35237
O 7.50187 -1.19812 -4.52878
N 5.95360 -0.39157 -3.17518
N 6.16817 0.49164 -5.28711
H 5.32993 0.33067 -2.83502
H 6.41450 -0.84558 -2.39096
H 6.94073 0.51324 -5.94612
H 5.94923 1.41089 -4.89260
C 2.38587 -3.76581 0.22860
O 2.58533 -3.33498 1.36656
N 1.45753 -3.28864 -0.56456
N 3.12133 -4.77911 -0.19348
H 1.18164 -3.73379 -1.42701
H 0.99154 -2.41364 -0.31938
H 2.87247 -5.30409 -1.03254
H 3.66998 -5.21385 0.54209
C -3.54002 1.73616 3.97460
O -4.05765 0.71206 3.59203
N -2.87732 1.68392 5.12470
N -3.62062 2.88881 3.28377
H -3.40378 1.10994 5.77413
H -2.44837 2.53154 5.48239
H -3.87487 2.76974 2.31196
H -3.14107 3.73269 3.55589
C -0.60388 0.02331 -0.29502
O -0.32161 -1.18661 -0.14416
N -1.79577 0.45284 0.13794
N 0.32974 0.81248 -0.84906
H -2.42722 -0.25403 0.50002
H -2.04125 1.43265 0.20355
H 1.03631 0.19943 -1.27544
H 0.00587 1.62054 -1.38667
C 0.19990 -1.16547 3.46190
O -0.01539 -2.20831 4.11275
N -0.61309 -0.13907 3.66700
N 1.22420 -1.03102 2.64592
H -1.30832 -0.34760 4.37827
H -0.49345 0.80236 3.31820
H 1.53238 -1.93651 2.28644
H 1.19938 -0.20318 2.05910
C -3.18062 -3.03101 1.07439
O -3.57981 -2.02491 0.49574
N -1.89147 -3.12554 1.20141
N -4.15098 -3.83212 1.49291
H -1.39336 -2.28812 0.91837
H -1.40753 -3.89806 1.62968
H -4.90772 -3.76179 0.81386
H -3.99827 -4.77583 1.85123
C 4.35718 -0.28155 -0.05259
O 5.10457 0.53988 -0.63253
N 4.89203 -1.42384 0.37806
N 3.13000 0.00250 0.23460
H 5.87927 -1.55435 0.22589
H 4.36800 -2.06305 0.97280
H 2.65011 -0.48691 0.96701
H 2.90941 0.95737 -0.01686
C 2.19835 -2.39344 -3.49765
O 1.69659 -1.40789 -3.02175
N 3.42373 -2.72963 -3.15024
N 1.46667 -3.15458 -4.29073
H 3.90697 -1.87711 -2.83352
H 3.94824 -3.30421 -3.81103
H 0.59149 -2.67002 -4.45320
H 1.73346 -3.96333 -4.84276
C -6.11564 2.41121 0.91368
O -5.14885 3.13886 0.80671
N -7.29218 2.90607 0.58070
N -6.02655 1.19267 1.39046
H -8.13950 2.36775 0.42187
H -7.17758 3.81257 0.12923
H -6.90559 0.71996 1.59109
H -5.23322 1.05585 2.03529
C 2.68101 1.55661 -4.85119
O 2.93916 2.67150 -5.31515
N 3.08645 0.53167 -5.51074
N 2.06927 1.48833 -3.69745
H 2.81941 -0.43210 -5.34548
H 3.63245 0.85477 -6.30518
H 1.62556 2.34122 -3.37146
H 1.76216 0.58221 -3.34941
C 0.67040 4.66620 -3.13524
O 0.46324 3.51629 -2.75263
N -0.19573 5.60576 -2.90792
N 1.75205 4.90150 -3.88747
H -0.89048 5.29114 -2.22841
H -0.17837 6.54868 -3.25793
H 2.15925 4.00266 -4.23292
H 1.67902 5.64863 -4.58280
C -3.19962 -1.07826 -2.99046
O -3.21444 -0.36378 -4.00192
N -4.34841 -1.15451 -2.35546
N -2.10242 -1.70210 -2.70850
H -5.03856 -0.62410 -2.89550
H -4.44091 -1.28792 -1.35492
H -2.02124 -2.18354 -1.81823
H -1.34062 -1.06184 -2.90089
C 1.32512 -5.78954 4.32071
O 1.24134 -6.82296 5.03680
N 0.30884 -5.04473 4.34568
N 2.41035 -5.68838 3.64604
H -0.37831 -5.37903 5.01253
H 0.27246 -4.03864 4.22809
H 2.99609 -6.49319 3.83144
H 2.64380 -4.95414 2.99252
C -2.52999 6.23332 0.51978
O -2.68713 7.23669 1.18968
N -3.53777 5.77311 -0.18886
N -1.31498 5.66058 0.46575
H -3.66884 4.78198 -0.31534
H -4.31202 6.31055 0.21349
H -0.63711 6.04510 1.12682
H -1.20750 4.73553 0.06160
C 4.77958 3.76371 -2.55041
O 5.53409 3.16583 -3.33269
N 4.67254 5.13581 -2.62203
N 4.14659 3.16355 -1.58912
H 5.06042 5.38251 -3.53285
H 3.68785 5.39247 -2.67604
H 4.43749 2.19867 -1.38238
H 3.89011 3.72588 -0.77850
C 2.20661 2.71858 2.31349
O 1.34321 1.88705 2.28308
N 3.01664 2.79652 3.36717
N 2.28820 3.57529 1.31303
H 2.88458 1.92736 3.88008
H 3.87933 3.32737 3.46182
H 1.43280 3.54845 0.76093
H 2.70127 4.48648 1.44386
C -2.72513 2.69034 -2.02115
O -2.10029 3.33359 -1.17857
N -2.14973 2.31173 -3.14595
N -4.03686 2.38932 -1.83165
H -1.22560 2.71530 -3.23011
H -2.57638 1.62460 -3.74490
H -4.49488 1.68131 -2.39982
H -4.40824 2.61865 -0.91177
C -0.97494 -6.56693 0.91621
O -1.20160 -6.71759 -0.30024
N -1.63821 -7.30118 1.80078
N 0.00931 -5.73229 1.25836
H -2.12620 -8.05664 1.29695
H -1.04509 -7.62780 2.56473
H 0.04056 -5.05504 0.49607
H -0.03343 -5.32008 2.19147